Entry from OMol25: a cluster of 2 separate species, C19H29N6O4 in total at a distorted geometry (ωB97M-V/def2-TZVPD).

```
! wB97M-V def2-TZVPD RIJCOSX def2/J DEFGRID3
* xyz 1 1
O 2.4137 1.5213 0.7992
O -2.4922 0.7498 1.0884
O 1.3638 1.7940 -3.6400
O -2.5631 -1.2774 2.1302
C 2.0641 1.4639 -0.3682
C -1.9866 -0.0821 1.8335
C 2.0109 0.7578 -3.6677
C 0.9313 -2.9277 3.4804
C 0.5667 -2.0474 2.4937
C -3.2623 1.4301 -2.1447
C 0.2999 -1.9524 7.1164
C -0.2876 -0.7082 6.8482
C 0.7310 -2.7701 6.0636
C -0.4482 -0.2757 5.5253
C 0.5710 -2.3274 4.7484
C -0.0123 -1.0945 4.4756
N -4.0893 1.9420 -1.2809
N 2.5545 0.3019 -4.8014
N -0.0235 -0.9310 3.0917
N -2.3862 0.5346 -1.7410
N 2.5311 0.4552 -1.1186
N -3.3204 1.8340 -3.3827
C 1.0932 2.5104 -0.8699
C 2.5087 1.0077 -6.0839
C -0.5896 0.2230 2.3739
C -1.2792 -0.0473 -2.5181
C -0.2930 -0.7698 -1.5956
C 1.0257 -1.1942 -2.2688
C 2.1547 -0.1459 -2.4271
H -2.0000 -1.7411 2.7774
H 1.4210 -3.8885 3.3473
H 0.7247 -2.1995 1.4302
H 0.4238 -2.2828 8.1438
H -0.6155 -0.0787 7.6709
H 1.1890 -3.7332 6.2671
H -0.8975 0.6929 5.3334
H -3.9911 1.6726 -0.3091
H -4.7661 2.6294 -1.5500
H 3.0609 -0.5679 -4.7674
H -2.4263 0.3144 -0.7529
H 3.2412 -0.0511 -0.6077
H -3.9880 2.5270 -3.6633
H -2.6583 1.4637 -4.0397
H 0.2440 2.0501 -1.3587
H 0.7478 3.1060 -0.0262
H 1.6144 3.1665 -1.5649
H 3.2077 1.8466 -6.0673
H 2.7821 0.3335 -6.8978
H 1.5049 1.3979 -6.2669
H -0.6440 1.0883 3.0389
H 0.0705 0.4939 1.5483
H -0.7584 0.7497 -3.0480
H -1.6702 -0.7568 -3.2506
H -0.0806 -0.1591 -0.7221
H -0.7894 -1.6732 -1.2371
H 1.4361 -2.0037 -1.6623
H 0.8001 -1.6266 -3.2453
H 3.0305 -0.7448 -2.6798
*
```

Values from the calculation:
Frontier orbital gap (eV): 7.954



Entry from OMol25: an isolated molecule of C4H5NO2 (ωB97M-V/def2-TZVPD).

```
! wB97M-V def2-TZVPD RIJCOSX def2/J DEFGRID3
* xyz 0 1
O 1.4737 0.2731 -0.6737
C 1.7215 -1.0183 -0.4148
C 0.7690 0.5921 0.5093
C -0.4781 1.3271 0.2051
N -0.5290 -0.0249 0.6884
C -1.1651 -1.0695 0.0171
O -2.1469 -0.9205 -0.6702
H 1.2774 -1.5184 -1.3049
H 1.3894 0.6971 1.3938
H -0.7070 1.4707 -0.8510
H -0.8035 2.0947 0.8938
H -0.7378 -2.0648 0.2444
*
```

Values from the calculation:
Energy relative to the best compared isomer or geometry (same formula, charge and spin) (kJ/mol): 562.8
Frontier orbital gap (eV): 8.760



Entry from OMol25: an isolated molecule of C4H8N4 at a distorted geometry (ωB97M-V/def2-TZVPD).

```
! wB97M-V def2-TZVPD RIJCOSX def2/J DEFGRID3
* xyz 0 1
C 0.0213 0.6718 -0.6068
N 1.3762 0.4153 0.0551
C -0.6974 -0.6538 -0.7216
N 1.3309 -0.0180 1.4482
N -0.6429 1.6961 0.1487
C -1.9421 -0.9087 -0.2808
C 0.1691 -1.7378 -1.1142
N 0.6938 -2.7140 -1.4681
H 1.8942 1.2937 -0.0246
H 0.2302 1.0435 -1.6157
H 0.9269 -0.9597 1.5208
H 2.2802 -0.1582 1.8115
H -0.5058 1.4501 1.1302
H -0.1751 2.5856 0.0104
H -2.3847 -1.8949 -0.3903
H -2.5747 -0.1109 0.0974
*
```

Values from the calculation:
Energy relative to the best compared isomer or geometry (same formula, charge and spin) (kJ/mol): 241.5
SMILES string: C=C(C#N)[C@@H](N)NN
Frontier orbital gap (eV): 8.625



Entry from OMol25: a cluster of 5 separate species, CH12O4 in total at a distorted geometry (ωB97M-V/def2-TZVPD).

```
! wB97M-V def2-TZVPD RIJCOSX def2/J DEFGRID3
* xyz 0 1
C -2.4691 0.9110 -0.1231
H -1.4565 0.6429 0.1619
H -2.9718 -0.0595 -0.1218
H -2.4489 1.1991 -1.1737
H -2.9958 1.6828 0.4223
H -0.2742 -0.4067 1.2840
H 0.6238 -1.2720 2.1530
O 0.4266 -0.3659 1.9345
H 1.4147 0.8982 -1.6795
H -0.1623 0.7917 -1.7534
O 0.6777 0.4087 -2.0808
H 0.1073 -1.8013 -0.7411
H -0.7830 -2.9608 -0.3313
O -0.2842 -2.1995 0.0348
H 1.7930 0.4855 0.7233
H 1.6910 1.9872 0.8914
O 1.7559 1.3115 0.2109
*
```

Values from the calculation:
Energy relative to the best compared isomer or geometry (same formula, charge and spin) (kJ/mol): 53.7
SMILES string: C.O.O.O.O
Frontier orbital gap (eV): 11.539



Entry from OMol25: a cluster of 14 separate species, H28O14 in total at a distorted geometry (ωB97M-V/def2-TZVPD).

```
! wB97M-V def2-TZVPD RIJCOSX def2/J DEFGRID3
* xyz -1 2
O -3.6554 -2.5047 0.6510
H -4.3955 -1.9473 0.3472
H -4.2010 -3.2403 0.9899
O -1.4096 -0.1646 -0.8358
H -1.0345 0.7040 -1.0942
H -0.8620 -0.7061 -1.4266
O 2.5548 1.8456 0.5823
H 1.8684 2.3801 1.0398
H 3.2813 2.4757 0.6597
O 2.3146 -0.5576 1.0998
H 1.5809 -1.0543 1.5206
H 2.4311 0.1298 1.7677
O -2.9188 2.3089 -2.9773
H -3.6652 2.9303 -2.9317
H -3.3768 1.6315 -2.4442
O -2.8167 3.3608 0.9632
H -3.6496 3.2641 1.4424
H -2.8910 2.5356 0.4104
O 4.2989 -0.5627 -2.4450
H 4.6164 -1.4893 -2.4862
H 4.1624 -0.4582 -1.4954
O 0.8510 0.4005 -2.6826
H 1.6679 0.0661 -3.0861
H 0.9681 1.0057 -1.9146
O 0.5819 -3.1745 2.4658
H 0.7573 -3.4753 1.5645
H 0.0002 -3.8819 2.7735
O -3.9712 0.3981 -0.9157
H -3.0408 0.0661 -0.7802
H -4.4489 -0.4042 -1.1511
O 2.0170 4.4746 1.6282
H 1.5606 4.8880 0.8849
H 1.2365 4.4251 2.2276
O 0.5639 -4.5653 -0.5313
H 1.5053 -4.5970 -0.7113
H 0.0173 -4.4712 -1.3144
O -0.3622 2.8424 2.2721
H -1.3256 2.7932 2.2162
H -0.1340 2.4255 1.4170
O 3.0469 -3.6600 0.4759
H 3.7329 -2.9826 0.5506
H 2.5433 -3.4545 1.2736
*
```

Values from the calculation:
Energy relative to the best compared isomer or geometry (same formula, charge and spin) (kJ/mol): 207.9
Frontier orbital gap (alpha / beta) (eV): 2.185 / 10.542



Entry from OMol25: a structure of composition C4H5NO at a distorted geometry (ωB97M-V/def2-TZVPD).

```
! wB97M-V def2-TZVPD RIJCOSX def2/J DEFGRID3
* xyz 0 1
C -1.2932 -0.3401 -0.2780
C -0.1844 0.4985 0.2811
O 0.6869 0.0269 1.2344
C 1.1094 0.6164 -0.4150
C 1.6937 -0.6624 -0.6928
N 1.6253 -1.5596 0.0603
H -2.0314 -0.5087 0.5065
H -1.7600 0.2129 -1.1010
H -0.9359 -1.3051 -0.6478
H -0.4936 1.4770 0.6360
H 1.5922 1.5636 -0.6961
*
```

Values from the calculation:
Energy relative to the best compared isomer or geometry (same formula, charge and spin) (kJ/mol): 464.4
Frontier orbital gap (alpha / beta) (eV): 9.340 / 9.339



Entry from OMol25: a cluster of 2 separate species, C5H16N2O5PS in total (ωB97M-V/def2-TZVPD).

```
! wB97M-V def2-TZVPD RIJCOSX def2/J DEFGRID3
* xyz -1 1
C 0.0054 1.3520 -0.5217
C 0.0384 0.4071 -1.7268
C 0.8142 -0.8657 -1.4056
N 0.1627 -1.6742 -0.3872
O -0.3146 -2.9107 -0.8819
S -1.9730 -3.0900 -1.0727
O -2.2359 -2.8984 -2.4718
O -2.3908 -1.7522 -0.2555
P -3.9333 -1.1018 -0.3611
N -3.5994 0.2295 0.6153
O -3.8070 -0.3837 -1.8152
H -0.8518 2.0275 -0.5857
H -0.0208 0.8241 0.4287
H 0.8861 1.9877 -0.4686
H 0.5663 0.8901 -2.5532
H -0.9709 0.1646 -2.0592
H 0.9662 -1.4476 -2.3178
H 1.8076 -0.5875 -1.0451
H 0.7643 -1.8894 0.3917
H -3.8547 0.0283 1.5742
H -2.6147 0.4936 0.5830
H -4.6345 -0.5312 -2.2686
C 3.4899 0.6823 2.1203
C 2.7951 2.0084 2.5245
O 1.7346 2.3155 1.7662
H 3.8383 0.7426 1.0846
H 4.3575 0.4567 2.7622
H 2.7820 -0.1495 2.2003
H 3.6202 2.7793 2.5207
H 2.5726 1.8927 3.6259
*
```

Values from the calculation:
Frontier orbital gap (eV): 5.176



Entry from OMol25: a structure of composition C36H28BrN3P2PtSeTe at a distorted geometry (ωB97M-V/def2-TZVPD).

```
! wB97M-V def2-TZVPD RIJCOSX def2/J DEFGRID3
* xyz 2 1
Pt -1.2937 0.3860 -1.5874
Te 0.8401 0.6942 3.2671
C 1.6126 -1.2490 3.5672
C 2.8059 -1.4215 4.2457
C 3.2557 -2.7237 4.4512
N 2.6044 -3.8013 4.0314
C 1.4467 -3.6187 3.4030
C 0.9047 -2.3674 3.1462
C 0.2207 0.3437 1.3216
P -1.1340 1.2765 0.4982
C -2.5302 1.2693 1.6166
C -2.7350 0.1816 2.4653
C -3.8352 0.1560 3.3050
C -4.7338 1.2139 3.2955
C -4.5388 2.2941 2.4449
C -3.4409 2.3270 1.6013
C -0.4293 2.9359 0.4925
C -0.3882 3.6768 1.6753
C 0.2089 4.9265 1.6839
C 0.7526 5.4455 0.5156
C 0.6966 4.7192 -0.6657
C 0.1071 3.4639 -0.6788
P 1.2279 -0.2209 0.1345
C 2.8592 -0.8025 0.4524
C 3.8642 0.1408 0.6898
C 5.1460 -0.2971 0.9680
C 5.4187 -1.6603 1.0018
C 4.4218 -2.5958 0.7483
C 3.1359 -2.1726 0.4627
C 0.3743 -1.2175 -1.0755
C -0.9215 -1.7416 -0.8264
C -1.5038 -2.6066 -1.7622
C -0.8148 -2.9468 -2.9071
C 0.4639 -2.4337 -3.1572
C 1.0540 -1.5707 -2.2637
H 3.3927 -0.5854 4.6034
H 4.1897 -2.8985 4.9742
H 0.9199 -4.5153 3.0932
H -0.0569 -2.2878 2.6535
H -2.0584 -0.6668 2.4540
H -3.9963 -0.6911 3.9576
H -5.5932 1.1952 3.9521
H -5.2447 3.1133 2.4367
H -3.2915 3.1727 0.9434
H -0.8564 3.2999 2.5778
H 0.2344 5.5039 2.5982
H 1.2080 6.4267 0.5237
H 1.1012 5.1353 -1.5785
H 0.0480 2.9021 -1.6036
H 3.6407 1.2012 0.6614
H 5.9348 0.4199 1.1505
H 6.4237 -1.9980 1.2190
H 4.6479 -3.6532 0.7698
H 2.3605 -2.8960 0.2478
H -1.3997 -1.6039 0.1346
H -2.4793 -3.0260 -1.5569
H -1.2617 -3.6349 -3.6129
H 0.9994 -2.7308 -4.0489
H 2.0544 -1.1962 -2.4453
Br -3.9150 -1.1001 -3.6320
C -2.3458 -0.4857 -4.4525
C -2.2300 -0.6303 -5.8293
C -1.0699 -0.2155 -6.4507
C -0.0541 0.3380 -5.6787
C -0.2512 0.4524 -4.3240
N -1.3794 0.0455 -3.7024
H -3.0498 -1.0594 -6.3858
H -0.9599 -0.3187 -7.5218
H 0.8684 0.6863 -6.1197
H 0.5014 0.9030 -3.6905
Se -3.3322 1.6906 -1.7206
C -4.1578 0.2887 -0.8577
N -4.6647 -0.5843 -0.3001
*
```

Values from the calculation:
Energy relative to the best compared isomer or geometry (same formula, charge and spin) (kJ/mol): 0.0
Frontier orbital gap (alpha / beta) (eV): 5.953 / 5.954